Here is a 2-piece molecular cluster, CO3S3 overall at a distorted geometry from the OMol25 dataset. Energies are from ωB97M-V/def2-TZVPD.

Element x y z (Å)
O -1.7044 2.0146 -1.2325
S -1.3002 0.7431 -0.8664
O -1.7758 0.1178 0.3391
S -0.0490 -0.2589 -1.9923
O 1.3496 0.3368 0.9714
C 1.6241 -0.7288 1.2860
S 1.8557 -2.2246 1.4946

Cartesian forces (eV/Å) of the 6 atoms listed first:
O -1.0 2.8 -0.7
S 2.1 -4.6 0.4
O 0.2 0.6 -0.9
S -1.4 1.1 1.1
O 0.1 1.4 0.3
C -0.6 0.3 -0.8

Summary:
SMILES string: O=S(=O)=S.O=C=S
highest occupied orbital energy: -10.42 eV

Charges obtained by Löwdin population analysis, quoted in units of e: number 1, O, carries -0.31; number 2, S, carries 0.34; number 3, O, carries -0.34; number 4, S, carries 0.36; number 5, O, carries 0.06; number 6, C, carries -0.93; number 7, S, carries 0.82

---

Here is C14H18CaIN3 as an isolated structure at a distorted geometry from the OMol25 dataset. Energies are from ωB97M-V/def2-TZVPD.

Element x y z (Å)
C -0.8635 3.6744 -1.8012
C 0.4312 3.0681 -2.4231
H -1.7816 3.1279 -2.0770
H -0.9922 4.6840 -2.2221
H -0.8296 3.8270 -0.6964
H 0.2875 2.0715 -2.8732
H 0.7142 3.6951 -3.2722
H 1.2911 3.0802 -1.7261
Ca -0.3672 1.6584 -0.6664
C 1.8993 2.2330 0.2988
H 2.8260 2.1690 -0.2955
H 1.9096 1.4092 1.0317
H 1.8885 3.1861 0.8471
I -3.2930 1.9273 0.1122
C -2.7612 -2.5824 3.9310
C -1.5675 -3.1633 3.4767
C -0.8033 -2.5212 2.5052
C -1.2425 -1.3049 1.9529
C -2.4507 -0.7354 2.3984
C -3.1973 -1.3582 3.3885
N -0.5069 -0.6694 0.9415
N 0.6489 -1.2539 0.7655
C 1.1785 -1.2907 -0.5068
C 2.0962 -2.3290 -0.7835
C 2.6507 -2.4036 -2.0465
C 2.3300 -1.4126 -2.9848
C 1.4525 -0.3860 -2.6363
N 0.8373 -0.3381 -1.4252
H -3.3550 -3.0779 4.6995
H -1.2211 -4.1179 3.8717
H 0.1399 -2.9302 2.1453
H -2.7822 0.1944 1.9114
H -4.1256 -0.9020 3.7404
H 2.2753 -3.0173 0.0473
H 3.3263 -3.2148 -2.2998
H 2.7549 -1.4101 -3.9851
H 1.2026 0.4133 -3.3435

Cartesian forces (eV/Å) of the 6 atoms listed first:
C 0.0 1.4 -0.8
C 0.2 1.2 -1.1
H 0.3 0.2 0.3
H 0.0 -0.4 0.3
H 0.0 0.1 -0.7
H 0.0 0.3 0.2

Summary:
highest occupied orbital energy: -6.91 eV

Charges obtained by Löwdin population analysis, quoted in units of e: number 1, C, carries -0.30; number 2, C, carries -0.25; number 3, H, carries 0.00; number 4, H, carries 0.09; number 5, H, carries 0.04; number 6, H, carries 0.03; number 7, H, carries 0.09; number 8, H, carries 0.03; number 9, Ca, carries 0.94; number 10, C, carries -0.32; number 11, H, carries -0.06; number 12, H, carries -0.08; number 13, H, carries -0.06; number 14, I, carries -0.02; number 15, C, carries -0.07; number 16, C, carries -0.08; number 17, C, carries -0.02; number 18, C, carries -0.26; number 19, C, carries -0.06; number 20, C, carries -0.07; number 21, N, carries 0.08; number 22, N, carries 0.06; number 23, C, carries -0.32; number 24, C, carries 0.01; number 25, C, carries -0.05; number 26, C, carries -0.05; number 27, C, carries -0.11; number 28, N, carries 0.01; number 29, H, carries 0.10; number 30, H, carries 0.10; number 31, H, carries 0.10; number 32, H, carries -0.08; number 33, H, carries 0.11; number 34, H, carries 0.12; number 35, H, carries 0.11; number 36, H, carries 0.11; number 37, H, carries 0.10

---

What did the first record say?
Here is a 2-piece molecular cluster, CO3S3 overall at a distorted geometry from the OMol25 dataset. Energies are from ωB97M-V/def2-TZVPD.

Element x y z (Å)
O -1.7044 2.0146 -1.2325
S -1.3002 0.7431 -0.8664
O -1.7758 0.1178 0.3391
S -0.0490 -0.2589 -1.9923
O 1.3496 0.3368 0.9714
C 1.6241 -0.7288 1.2860
S 1.8557 -2.2246 1.4946

Cartesian forces (eV/Å) of the 6 atoms listed first:
O -1.0 2.8 -0.7
S 2.1 -4.6 0.4
O 0.2 0.6 -0.9
S -1.4 1.1 1.1
O 0.1 1.4 0.3
C -0.6 0.3 -0.8

Summary:
SMILES string: O=S(=O)=S.O=C=S
highest occupied orbital energy: -10.42 eV

Charges obtained by Löwdin population analysis, quoted in units of e: number 1, O, carries -0.31; number 2, S, carries 0.34; number 3, O, carries -0.34; number 4, S, carries 0.36; number 5, O, carries 0.06; number 6, C, carries -0.93; number 7, S, carries 0.82